1.
Density functional theory data (ωB97M-V with the def2-TZVPD basis set) for a molecular structure, C59H35CdCl4N8OS in a non-equilibrium geometry.

Calculated values
Molar mass, g mol⁻¹: 1158.27
Orbital gap (alpha / beta), eV: 3.9405 / 5.0955
Energy relative to the best compared isomer or geometry (same formula, charge and spin), kJ/mol: 0.0
Max |F|, eV Å⁻¹: 2.1
Energy, eV: -141210.2695
<S²>: 0.851

```
! RIJCOSX wB97M-V def2-TZVPD def2/J DEFGRID3
* xyz -2 2
Cd 0.202 0.283 -0.573
Cl -2.742 9.387 -1.629
C -2.071 7.778 -1.299
C -2.683 6.672 -1.859
C -2.055 5.424 -1.695
C -0.919 5.264 -0.889
C -0.310 6.368 -0.378
C -0.902 7.625 -0.595
C -0.334 3.891 -0.700
C -0.389 3.391 0.593
C -0.850 4.054 1.814
C -0.513 3.239 2.877
C 0.027 2.032 2.264
C 0.445 0.917 3.012
C 0.273 0.963 4.473
C 1.405 0.768 5.235
C 1.348 0.719 6.613
C 0.167 0.940 7.280
Cl 0.047 0.778 9.025
C -0.974 1.159 6.510
C -0.941 1.136 5.142
C 0.970 -0.348 2.515
N 1.319 -0.607 1.248
C 1.755 -1.869 1.143
C 2.269 -2.495 -0.062
C 2.695 -3.893 0.003
C 3.588 -4.359 1.032
C 4.021 -5.663 0.981
C 3.581 -6.527 0.004
Cl 4.163 -8.176 0.093
C 2.722 -6.169 -0.991
C 2.340 -4.838 -0.987
C 2.456 -1.885 -1.283
C 3.183 -2.475 -2.452
C 3.196 -1.531 -3.413
C 2.341 -0.390 -2.903
N 1.945 -0.671 -1.636
C 1.972 0.753 -3.648
C 1.223 1.868 -3.185
C 0.854 2.978 -3.993
C 0.234 3.891 -3.149
C 0.158 3.292 -1.862
N 0.793 2.092 -1.904
C 2.426 0.734 -5.056
C 1.566 0.408 -6.094
C 1.971 0.455 -7.413
C 3.301 0.736 -7.659
Cl 3.903 0.714 -9.308
C 4.235 0.941 -6.676
C 3.752 1.024 -5.375
C 1.656 -2.532 2.416
C 1.163 -1.543 3.279
N 0.098 2.128 0.911
H -3.649 6.826 -2.344
H -2.434 4.521 -2.154
H 0.613 6.267 0.148
H -0.353 8.491 -0.230
H -1.228 5.067 1.810
H -0.664 3.500 3.923
H 2.339 0.637 4.744
H 2.293 0.594 7.137
H -1.919 1.386 7.002
H -1.813 1.348 4.531
H 3.993 -3.687 1.783
H 4.698 -6.020 1.693
H 2.373 -6.912 -1.728
H 1.703 -4.419 -1.765
H 3.818 -3.326 -2.446
H 3.630 -1.650 -4.381
H 1.103 3.118 -5.027
H -0.061 4.872 -3.515
H 0.578 0.152 -5.848
H 1.230 0.345 -8.211
H 5.288 1.008 -6.978
H 4.457 1.114 -4.559
H 1.804 -3.577 2.702
H 1.067 -1.639 4.363
O -2.106 0.433 -0.419
N -2.641 1.185 -1.345
C -3.504 2.142 -0.945
C -4.248 2.849 -1.852
C -3.987 2.715 -3.226
C -3.082 1.766 -3.620
C -2.461 0.904 -2.698
S -1.542 -0.415 -3.145
H -3.451 2.289 0.130
H -4.893 3.641 -1.529
H -4.530 3.339 -3.947
H -2.885 1.569 -4.688
N -3.670 -6.076 7.479
C -3.412 -5.478 6.539
C -3.071 -4.855 5.290
C -2.418 -3.610 5.193
C -2.149 -3.040 3.924
C -2.576 -3.729 2.769
C -3.223 -4.949 2.867
C -3.444 -5.504 4.128
N -2.271 -3.276 1.465
C -2.442 -3.970 0.257
C -1.646 -3.321 -0.651
N -1.024 -2.256 -0.061
C -1.398 -2.253 1.177
H -2.180 -3.052 6.079
H -1.616 -2.078 3.852
H -3.557 -5.440 1.957
H -3.908 -6.470 4.263
H -3.108 -4.804 0.100
H -1.504 -3.502 -1.698
H -1.000 -1.595 1.905
*
```

---

2.
Density functional theory data (ωB97M-V with the def2-TZVPD basis set) for a molecular structure, C28H29BrN6O4RuS.

Calculated values
Molar mass, g mol⁻¹: 726.62
Orbital gap, eV: 5.9840
Energy relative to the best compared isomer or geometry (same formula, charge and spin), kJ/mol: 0.0
Max |F|, eV Å⁻¹: 0.6
Energy, eV: -130096.3091

```
! RIJCOSX wB97M-V def2-TZVPD def2/J DEFGRID3
* xyz -2 1
Ru 1.437 -0.402 0.491
O -4.240 -1.394 -1.937
C -4.169 -0.487 -2.840
C -5.145 -0.383 -3.878
C -5.089 0.590 -4.855
C -4.052 1.521 -4.885
C -3.079 1.433 -3.894
C -3.113 0.484 -2.886
C -1.995 0.471 -1.862
O -1.910 -0.707 -1.132
N -2.172 1.649 -0.955
N -0.984 1.999 -0.265
C -0.762 1.322 0.791
C 0.367 1.605 1.720
Br 0.981 -1.653 2.784
C 0.099 1.666 3.041
C -1.170 1.567 3.757
C -2.450 1.760 3.217
C -3.587 1.667 4.008
C -3.497 1.397 5.365
C -2.237 1.220 5.926
C -1.106 1.306 5.137
H -2.804 -1.152 -1.241
H -5.950 -1.110 -3.858
H -5.867 0.622 -5.615
H -3.997 2.280 -5.657
H -2.239 2.128 -3.915
H -1.038 0.610 -2.380
H -2.334 2.428 -1.583
H -1.464 0.543 1.095
H 0.951 1.782 3.700
H -2.577 2.008 2.172
H -4.556 1.813 3.545
H -4.390 1.327 5.976
H -2.135 1.004 6.984
H -0.130 1.142 5.580
O 0.822 -2.304 -0.282
N 0.605 -2.324 -1.590
C -0.063 -3.396 -2.069
C -0.368 -3.521 -3.395
C 0.016 -2.496 -4.265
C 0.678 -1.408 -3.762
C 0.976 -1.292 -2.392
S 1.683 0.117 -1.714
H -0.342 -4.091 -1.293
H -0.933 -4.377 -3.732
H -0.236 -2.541 -5.317
H 0.954 -0.574 -4.394
N 5.263 -3.954 1.094
C 4.955 -2.636 0.759
C 3.634 -2.196 0.857
N 3.304 -0.939 0.568
C 4.317 -0.118 0.199
C 5.601 -0.586 0.118
N 5.954 -1.852 0.385
H 4.496 -4.599 0.981
H 6.120 -4.270 0.669
H 2.824 -2.842 1.170
H 4.050 0.909 -0.002
H 6.393 0.091 -0.182
C 3.227 1.075 3.066
O 2.745 2.009 2.130
C 1.733 1.643 1.148
C 1.924 2.749 0.092
H 3.140 1.499 4.075
H 4.292 0.879 2.878
H 2.687 0.132 3.044
H 2.724 3.404 0.445
H 1.030 3.358 -0.039
H 2.202 2.395 -0.901
*
```

---

3.
Density functional theory data (ωB97M-V with the def2-TZVPD basis set) for C8H12N2S in the gas phase in a non-equilibrium geometry.

Calculated values
Molar mass, g mol⁻¹: 168.27
Orbital gap, eV: 8.6212
Energy relative to the best compared isomer or geometry (same formula, charge and spin), kJ/mol: 617.2
Max |F|, eV Å⁻¹: 3.1
Energy, eV: -22299.4622

```
! RIJCOSX wB97M-V def2-TZVPD def2/J DEFGRID3
* xyz 0 1
C 0.482 -1.189 -0.100
C 2.028 0.296 1.557
C 0.088 -2.621 0.064
C -0.309 -3.643 0.796
C 0.237 -2.186 -1.340
C -0.659 -0.098 -0.094
C -0.945 0.468 -1.443
C 0.987 2.241 2.565
N -0.368 0.999 0.956
N 0.966 0.960 1.787
S 2.182 -0.597 0.037
H -0.337 -3.832 1.926
H -0.776 -4.560 0.536
H -0.679 -1.859 -1.709
H 1.147 -2.431 -1.923
H -1.583 -0.553 0.341
H -1.450 1.414 -1.356
H -1.559 -0.097 -2.112
H -0.041 0.650 -1.971
H 2.069 2.522 2.834
H 0.474 2.962 1.934
H 0.504 2.330 3.639
H -0.938 0.789 1.776
*
```

---

4.
Density functional theory data (ωB97M-V with the def2-TZVPD basis set) for a molecular structure, C25H26Cl2DyN4O2S2 in a non-equilibrium geometry.

Calculated values
Molar mass, g mol⁻¹: 712.05
Orbital gap (alpha / beta), eV: 6.9816 / 7.8609
Energy relative to the best compared isomer or geometry (same formula, charge and spin), kJ/mol: 19.9
Max |F|, eV Å⁻¹: 3.6
Energy, eV: -107197.0926
<S²>: 9.148

```
! RIJCOSX wB97M-V def2-TZVPD def2/J DEFGRID3
* xyz 1 6
Dy -0.915 1.185 1.085
C 2.384 -1.037 -1.430
C 1.395 0.041 -1.071
N 0.444 -0.304 -0.301
N 0.464 -1.701 0.062
C 0.135 -1.959 1.267
S -0.392 -0.961 2.630
S 0.465 -3.556 1.982
C 1.493 -4.331 0.759
C 2.947 -3.944 0.516
C 3.543 -4.489 -0.594
C 4.864 -4.293 -0.891
C 5.583 -3.408 -0.115
C 5.004 -2.802 1.024
C 3.656 -3.094 1.332
C 1.575 1.382 -1.683
C 2.506 1.588 -2.780
C 2.544 2.707 -3.561
C 1.574 3.697 -3.315
C 0.746 3.605 -2.191
C 0.818 2.514 -1.331
O -0.170 2.440 -0.435
H 2.646 -1.008 -2.518
H 2.073 -2.063 -1.174
H 3.271 -0.886 -0.834
H 0.955 -4.357 -0.147
H 1.474 -5.361 1.191
H 2.923 -5.078 -1.185
H 5.161 -4.665 -1.854
H 6.667 -3.245 -0.398
H 5.600 -2.058 1.505
H 3.076 -2.535 2.069
H 3.166 0.727 -2.953
H 3.158 2.806 -4.446
H 1.396 4.444 -4.112
H 0.017 4.411 -1.961
Cl 1.632 2.010 2.544
C 1.363 3.706 2.143
Cl -0.328 4.113 2.528
H 1.493 3.808 1.065
H 1.934 4.365 2.795
C -3.540 -1.657 -1.405
C -3.302 -0.810 -0.233
O -2.441 0.111 -0.255
N -4.044 -0.962 0.912
C -3.933 -0.130 2.044
C -4.294 1.328 1.748
C -5.570 1.739 1.594
C -5.831 3.025 1.130
C -4.786 3.907 1.014
C -3.526 3.430 1.286
N -3.240 2.165 1.552
H -3.825 -2.639 -1.098
H -2.564 -1.739 -1.954
H -4.315 -1.248 -2.081
H -4.720 -1.697 0.847
H -2.912 -0.254 2.416
H -4.582 -0.512 2.813
H -6.368 1.059 1.736
H -6.864 3.320 0.886
H -4.968 4.961 0.779
H -2.717 4.188 1.050
*
```

---

Which value of max |F| does entry 1 give?
2.1 eV Å⁻¹